No. 1
Density functional theory data (ωB97M-V/def2-TZVPD) for C4H6N2O in the gas phase in a non-equilibrium geometry.

SMILES string = O=CN1C=NCC1
energy above the lowest of the compared OMol25 structures with the same formula, charge and spin = 23.3 kcal per mole
2S+1 = 1
HOMO-LUMO gap = 0.37205 Eh

Cartesian coordinates (Å):
O1 2.85 -0.68 0.01
C1 2.01 0.21 0.05
N1 0.66 -0.06 -0.17
C2 0.07 -1.36 -0.05
N2 -1.20 -1.38 0.06
C3 -1.66 -0.03 0.03
C4 -0.45 0.91 -0.04
H1 2.28 1.29 0.19
H2 0.72 -2.19 -0.11
H3 -2.35 0.05 -0.85
H4 -2.23 0.20 0.91
H5 -0.40 1.55 -0.91
H6 -0.30 1.49 0.88

No. 2
Density functional theory data (ωB97M-V/def2-TZVPD) for a 2-piece molecular cluster, C4H6N2O overall in a non-equilibrium geometry.

energy above the lowest of the compared OMol25 structures with the same formula, charge and spin = 213.8 kcal per mole
2S+1 = 1
HOMO-LUMO gap = 0.31494 Eh

Cartesian coordinates (Å):
C1 -0.67 -0.37 -1.28
C2 -1.21 0.05 0.04
C3 -0.50 0.83 0.86
C4 0.79 0.93 0.28
H1 0.29 -1.92 0.30
H2 -0.48 0.13 -2.24
H3 -1.44 -1.12 -1.60
H4 -2.39 0.19 0.15
H5 0.10 -1.18 1.47
H6 -0.81 1.84 1.32
N1 -0.78 -0.53 1.38
N2 2.00 0.88 0.08
O1 0.72 -1.12 -1.13

No. 3
Density functional theory data (ωB97M-V/def2-TZVPD) for C4H6N2O in the gas phase in a non-equilibrium geometry.

SMILES string = [H]/N=C(\C#N)OCC
energy above the lowest of the compared OMol25 structures with the same formula, charge and spin = 48.8 kcal per mole
2S+1 = 1
HOMO-LUMO gap = 0.41926 Eh

Cartesian coordinates (Å):
H1 -1.40 -1.45 -1.62
N1 -1.48 -0.99 -0.72
C1 -0.50 -1.23 0.03
C2 0.66 -2.07 -0.33
N2 1.60 -2.67 -0.62
O1 -0.34 -0.56 1.19
C3 0.45 0.63 0.93
C4 -0.13 1.55 -0.14
H2 0.50 1.12 1.90
H3 1.46 0.29 0.66
H4 -0.62 1.03 -0.97
H5 -0.88 2.23 0.26
H6 0.69 2.12 -0.58